(1)
{
  "formula": "C23H27N3O6S",
  "method": "the ωB97M-V functional and the def2-TZVPD basis",
  "homo_lumo_gap_ev": 7.495,
  "total_charge": 0,
  "lumo_ev": -0.2522,
  "smiles": "CCOc1ccc(N2C[C@@H](C(=O)Nc3ccc(S(=O)(=O)N4CCOCC4)cc3)CC2=O)cc1",
  "species": ["C", "C", "O", "C", "C", "C", "C", "N", "C", "C", "C", "O", "N", "C", "C", "C", "C", "S", "O", "O", "N", "C", "C", "O", "C", "C", "C", "C", "C", "C", "O", "C", "C", "H", "H", "H", "H", "H", "H", "H", "H", "H", "H", "H", "H", "H", "H", "H", "H", "H", "H", "H", "H", "H", "H", "H", "H", "H", "H", "H"],
  "xyz": [[6.59418, 4.21390, -0.88663], [7.24996, 3.48275, 0.25035], [6.23785, 3.03592, 1.04323], [5.50250, 1.77162, 0.66997], [5.79180, 0.83917, -0.55806], [5.00895, -0.23517, -0.60622], [3.93627, -0.67188, 0.33944], [3.20254, -1.63410, -0.20271], [2.88933, -2.64083, 0.98257], [2.03890, -3.82274, 0.33653], [0.67555, -3.15906, 0.58467], [-0.19035, -3.96474, 1.37324], [0.19418, -2.01316, 0.14554], [-1.07986, -1.22654, 0.55546], [-2.05054, -1.73716, 1.15834], [-3.26844, -1.06139, 1.39977], [-3.29066, 0.31418, 0.41269], [-4.77837, 1.01953, 0.89774], [-5.18432, 1.20856, 2.15661], [-4.71084, 2.28124, -0.00303], [-5.82776, 0.03616, 0.06904], [-5.84101, -0.04193, -1.41974], [-6.69335, 1.40601, -1.87022], [-8.04914, 1.06748, -1.14627], [-8.08156, 1.11179, 0.01518], [-7.13057, -0.14422, 0.72999], [-2.13867, 0.70404, -0.05096], [-1.04630, -0.23417, -0.17026], [2.27819, -3.52371, -1.33951], [2.96537, -2.32002, -1.45950], [3.10166, -1.42293, -2.33367], [3.67175, 0.26796, 1.14655], [4.34513, 1.42596, 1.43273], [5.78013, 5.00560, -0.60393], [6.03108, 3.62399, -1.59663], [7.50647, 4.64632, -1.24103], [7.65003, 4.30278, 1.11485], [7.79283, 2.65633, -0.10735], [6.68299, 1.21954, -0.95960], [5.38466, -0.83066, -1.41831], [2.64878, -2.18252, 1.78348], [3.96368, -3.19604, 1.15690], [2.10263, -4.73891, 0.71356], [0.97006, -1.40097, -0.38323], [-1.83481, -2.97902, 1.57890], [-3.97187, -1.60292, 1.81077], [-4.81915, 0.20966, -1.68791], [-5.98547, -0.94408, -1.81357], [-6.78815, 1.18023, -3.16753], [-6.42805, 2.23221, -1.66143], [-9.22446, 1.08817, 0.38806], [-7.71988, 1.88652, 0.39326], [-7.28083, 0.08289, 1.89312], [-7.73173, -1.07972, 0.31842], [-2.40098, 1.63043, -0.35684], [-0.17877, 0.52246, -0.74129], [1.32967, -3.61175, -1.71274], [3.18952, -4.19666, -1.65769], [2.81802, 0.17007, 1.93817], [4.19127, 1.97351, 2.36678]],
  "forces_ev_per_a": [[-0.6, 2.0, 0.4], [-1.8, 3.4, 2.3], [-4.3, -5.5, 1.6], [-0.8, 0.4, -0.7], [-0.9, 4.8, 6.3], [0.8, -1.8, -0.3], [5.8, 1.4, -8.9], [-4.2, -8.2, 4.2], [6.5, -5.8, -7.9], [-1.3, 9.5, -3.6], [-5.9, -6.7, 4.7], [4.3, 3.7, -3.5], [2.7, 1.8, -0.7], [9.9, -5.7, -2.6], [-8.3, -7.2, 7.6], [6.9, 3.7, -6.7], [-2.7, -7.4, 8.3], [1.1, 4.9, -14.4], [-1.6, 0.0, 8.0], [0.0, -2.7, 2.7], [-0.6, -1.7, 1.9], [1.8, 8.9, 2.9], [-5.4, -17.2, -5.5], [1.7, 0.1, -18.3], [-3.9, -6.9, 13.1], [-4.4, 1.2, -0.4], [0.6, -2.3, -0.6], [0.7, 14.9, -6.0], [3.8, -4.9, 4.0], [1.2, 11.2, 0.5], [-0.3, -3.9, -0.9], [-5.0, 2.7, 7.7], [4.5, 2.3, -0.7], [2.0, -1.2, 0.1], [0.5, -0.7, -0.3], [0.0, 1.1, -1.7], [0.3, -2.2, -3.0], [1.9, -0.6, -0.2], [0.8, -0.7, -1.9], [-0.8, -1.0, -0.2], [-2.3, 2.9, 5.5], [-2.2, 1.6, 0.1], [0.2, -3.7, 1.4], [-2.5, -1.4, 1.6], [-0.5, 4.0, -1.2], [-4.1, -1.9, 2.1], [0.3, 0.0, -0.2], [-1.9, -3.5, -1.4], [-0.4, 1.2, 4.1], [4.1, 10.7, 3.2], [2.1, -0.4, -0.3], [3.4, 7.2, 4.0], [1.2, -1.1, -2.6], [1.8, 1.4, 1.2], [1.2, 3.6, -2.1], [-1.7, -3.5, 1.6], [-1.7, -0.4, -2.0], [-2.4, 0.1, 0.0], [1.0, -0.3, -1.7], [-0.4, -0.1, -0.5]]
}


(2)
{
  "formula": "CH3N3O2",
  "method": "the ωB97M-V functional and the def2-TZVPD basis",
  "homo_lumo_gap_ev": 10.283,
  "total_charge": 0,
  "lumo_ev": 0.1750,
  "species": ["N", "C", "N", "N", "O", "O", "H", "H", "H"],
  "xyz": [[1.13843, 0.40911, -0.38451], [-0.46658, -0.48780, 0.04472], [-1.44570, 0.40506, 0.00309], [-0.07657, -1.55128, 0.46778], [1.30997, 1.58012, -0.61225], [2.03548, -0.39883, -0.07437], [-2.34829, 0.16561, 0.37988], [-1.20962, 1.36074, -0.21536], [1.06287, -1.48275, 0.39100]],
  "forces_ev_per_a": [[0.2, -0.9, 1.3], [1.7, 0.5, 0.7], [-0.2, 0.1, -0.5], [0.8, -0.4, -0.2], [-0.2, -0.5, -0.3], [-0.3, 1.5, -0.8], [0.1, 0.1, 0.0], [-0.1, -0.1, -0.1], [-2.0, -0.3, -0.1]]
}


(3)
{
  "formula": "C3H4BrCl2OP",
  "method": "the ωB97M-V functional and the def2-TZVPD basis",
  "homo_lumo_gap_ev": [7.544, 7.164],
  "total_charge": 0,
  "lumo_ev": [-1.2842, -1.2778],
  "species": ["C", "C", "C", "O", "P", "Cl", "Cl", "Br", "H", "H", "H", "H"],
  "xyz": [[-0.08135, -0.56692, 0.59411], [-1.17892, -0.65138, -0.12525], [2.33927, -0.46449, 0.36343], [1.11271, -1.26333, 0.37099], [-3.13109, 1.37220, 0.00807], [-2.05299, 3.09446, -0.05873], [-3.36615, 0.95548, -1.91203], [-1.61805, -1.70758, -1.65873], [0.08890, 0.18185, 1.38622], [3.11273, -1.30850, 0.38852], [2.52999, 0.20141, 1.19858], [2.24493, 0.15680, -0.55519]],
  "forces_ev_per_a": [[2.1, 0.6, 0.0], [-1.7, 0.9, -0.6], [-0.4, -1.7, -1.0], [-0.6, 0.3, 0.5], [1.4, -1.6, 0.6], [0.2, 0.0, 0.0], [-0.5, 0.2, -0.8], [0.7, 0.4, 1.2], [-0.8, -0.2, -0.3], [-0.8, 1.7, -0.5], [-0.5, -0.1, 0.5], [0.9, -0.5, 0.4]]
}


| no. | E (hartree) |
| --- | --- |
| 1 | -1905.68172 |
| 2 | -354.51904 |
| 3 | -4027.59365 |